ORCA calculation (ωB97M-V/def2-TZVPD) on a molecular structure, C8H16N3O at a distorted geometry.

Computed properties:
Charge: +1
Multiplicity: 1
Relative energy (zero: lowest compared OMol25 entry of this formula, charge and spin) in eV: 1.875
Frontier orbital gap in eV: 10.5

Each line ends with the Löwdin charge.
Cartesian coordinates (Å):
C1 1.113 1.613 -0.284  -0.12
C2 2.204 -0.374 0.314  -0.46
C3 0.077 -0.080 -0.740  0.00
C4 -1.717 -1.448 0.072  -0.03
C5 -2.098 0.982 -0.052  -0.04
C6 -0.662 -0.086 1.762  -0.01
C7 1.402 -2.059 -1.190  0.00
C8 -1.048 -0.076 0.271  -0.53
N1 2.078 1.040 0.418  0.19
N2 1.099 -0.977 -0.283  -0.08
N3 0.794 2.849 -0.535  0.21
O1 3.219 -0.881 0.626  0.19
H1 -0.274 -0.053 -1.729  0.14
H2 -1.128 -2.302 0.532  0.13
H3 -1.834 -1.797 -0.917  0.08
H4 -2.649 -1.322 0.370  0.04
H5 -2.152 1.424 -0.969  0.05
H6 -3.064 0.580 0.160  0.08
H7 -2.223 1.894 0.546  0.10
H8 -1.427 0.218 2.396  0.08
H9 0.060 0.766 1.917  0.10
H10 -0.205 -1.011 1.995  0.08
H11 1.796 -1.805 -2.213  0.13
H12 1.977 -2.620 -0.563  0.06
H13 0.376 -2.623 -1.340  0.13
H14 2.769 1.597 0.864  0.17
H15 0.194 2.904 -1.336  0.13
H16 1.324 3.647 -0.093  0.18

Cartesian forces, eV/Å:
C -1.40 -4.14 -0.98
C -0.35 0.05 -0.60
C 1.97 3.03 4.64
C 4.45 -1.61 -0.66
C -0.72 0.38 2.70
C 2.39 2.51 -1.94
C -3.66 -0.56 -1.81
C -0.93 -0.09 -0.11
N -2.01 1.73 -0.94
N 0.00 2.23 -1.58
N 1.54 0.11 1.28
O 0.87 -0.96 0.54
H 0.14 -0.25 -1.53
H -0.96 1.16 0.03
H 0.04 0.10 -1.72
H -4.18 -0.17 2.14
H 0.24 0.39 -3.18
H -0.82 -0.58 -0.25
H 1.17 -0.17 0.72
H -1.82 -0.17 0.94
H -0.28 -0.91 0.10
H 0.37 -0.75 0.68
H -0.02 0.00 1.24
H 2.13 -2.34 0.63
H 2.21 0.90 0.15
H 1.05 -0.03 0.59
H -0.37 1.02 0.00
H -1.04 -0.88 -1.08